Density functional theory data (ωB97M-V/def2-TZVPD) for a 11-piece molecular cluster, C41H88O17S3 overall at a distorted geometry.

Geometry as XYZ:
```
149
Properties=species:S:1:pos:R:3:forces:R:3
C -7.110 -1.444 -7.950 -0.1 0.6 -0.9
C -6.173 -2.498 -8.562 0.4 1.0 0.4
C -7.067 -3.678 -8.761 -0.3 -0.6 0.9
O -8.445 -3.253 -8.582 0.5 0.7 -0.3
C -8.470 -1.773 -8.541 0.1 -1.5 0.3
H -6.829 -0.414 -8.172 0.2 0.0 0.0
H -7.214 -1.526 -6.868 0.3 -0.2 0.0
H -5.355 -2.723 -7.877 0.1 0.0 -0.1
H -5.725 -2.208 -9.513 -0.1 0.4 0.1
H -6.804 -4.396 -7.984 -0.6 -0.3 0.2
H -6.811 -4.187 -9.690 -0.8 0.1 -0.4
H -9.231 -1.391 -7.859 -0.3 -0.6 0.1
H -8.770 -1.430 -9.531 0.7 0.3 -0.2
C -6.024 -2.160 2.861 1.0 0.9 0.9
C -7.047 -2.441 3.931 -0.3 -1.8 1.0
C -8.335 -1.801 3.532 1.2 1.6 -1.7
O -8.172 -1.686 2.068 -1.4 -0.7 0.3
C -6.817 -1.450 1.783 0.7 -0.4 -0.1
H -5.542 -3.085 2.546 -0.2 0.1 -0.3
H -5.230 -1.549 3.289 0.1 0.2 -0.3
H -6.775 -2.140 4.942 0.2 -0.2 0.0
H -7.172 -3.522 3.878 -0.2 -0.1 0.6
H -8.304 -0.770 3.885 -0.4 0.2 0.3
H -9.267 -2.270 3.849 0.2 -0.2 -0.5
H -6.615 -0.381 1.710 0.1 0.2 0.2
H -6.471 -1.915 0.860 -0.8 0.2 -0.5
C -4.516 6.607 -1.416 1.0 0.0 -0.2
C -4.806 6.151 -2.832 -0.4 0.6 -1.2
C -6.155 5.350 -2.764 2.0 1.2 0.8
O -6.379 5.293 -1.353 -1.3 -0.8 0.7
C -5.209 5.565 -0.596 0.1 0.5 -0.1
H -4.876 7.623 -1.255 -0.4 -0.2 0.2
H -3.463 6.651 -1.140 0.2 -0.1 -0.4
H -3.965 5.627 -3.286 -0.2 -0.2 0.0
H -5.022 7.026 -3.446 0.4 0.0 -0.2
H -6.069 4.396 -3.283 -0.1 -0.3 0.5
H -6.924 5.946 -3.256 -0.3 -0.2 0.3
H -4.617 4.670 -0.405 0.2 -0.3 -0.5
H -5.330 5.988 0.402 -1.2 -0.2 0.0
C -3.788 -8.992 -4.409 -1.0 -1.2 -1.2
C -3.864 -7.818 -3.482 1.5 -0.3 0.1
C -2.371 -7.439 -3.524 0.3 -0.1 0.6
O -2.009 -7.566 -4.876 0.2 1.0 -1.1
C -2.756 -8.644 -5.470 0.0 1.7 0.4
H -4.736 -9.122 -4.931 -0.1 -0.5 0.2
H -3.524 -9.903 -3.871 -0.1 0.0 0.0
H -4.277 -8.141 -2.526 0.1 0.5 0.1
H -4.394 -6.974 -3.925 -0.3 -0.1 0.2
H -1.613 -8.098 -3.102 -0.7 -0.4 1.4
H -2.206 -6.452 -3.092 0.2 0.3 -0.6
H -2.057 -9.404 -5.818 -0.3 -0.2 0.1
H -3.262 -8.154 -6.302 0.0 -0.5 -0.4
C 5.436 1.104 -9.146 -0.7 -0.9 -1.3
C 5.612 2.211 -8.149 -0.4 1.1 0.1
C 7.079 2.143 -7.758 -0.4 0.0 -0.2
O 7.379 0.789 -7.933 0.9 -1.8 0.3
C 6.747 0.310 -9.122 -0.3 0.7 0.0
H 5.158 1.473 -10.133 0.3 0.1 -0.2
H 4.612 0.436 -8.896 0.0 0.1 0.3
H 4.924 2.020 -7.325 0.4 0.2 0.3
H 5.371 3.191 -8.561 -0.2 0.0 0.0
H 7.240 2.495 -6.739 0.2 -0.5 0.1
H 7.760 2.704 -8.398 -0.2 0.5 -0.3
H 6.585 -0.768 -9.132 0.1 0.0 0.8
H 7.350 0.468 -10.016 0.3 0.5 0.0
C 10.270 -1.340 -1.531 0.4 -2.1 1.0
C 10.887 0.058 -1.506 -1.0 -0.9 -0.6
C 9.796 0.882 -0.767 0.6 -0.8 -0.3
O 8.722 -0.011 -0.419 0.4 -0.5 0.1
C 8.800 -1.220 -1.238 0.3 2.4 -0.8
H 10.624 -1.979 -0.723 0.8 0.2 0.1
H 10.477 -1.911 -2.436 -0.1 0.2 -0.2
H 11.037 0.364 -2.542 0.1 0.3 0.1
H 11.845 -0.062 -1.000 -0.1 0.7 0.0
H 9.355 1.676 -1.370 0.3 0.2 0.0
H 10.344 1.272 0.091 -0.9 0.3 0.5
H 8.425 -1.002 -2.238 -1.2 0.0 0.1
H 8.255 -2.011 -0.723 0.3 0.0 -0.2
C -0.638 0.483 -2.240 -0.1 1.5 0.9
C 0.217 -0.212 -1.194 -0.6 -1.5 0.1
C 1.531 -0.436 -1.904 -0.7 -0.6 -0.5
O 1.097 -0.669 -3.271 1.0 -0.6 0.2
C -0.154 -0.061 -3.569 0.6 0.6 1.0
H -0.409 1.549 -2.238 -0.1 0.2 0.2
H -1.701 0.389 -2.017 0.0 -0.1 -0.3
H -0.231 -1.202 -1.099 0.0 -0.4 0.0
H 0.222 0.102 -0.150 0.2 0.8 -0.3
H 2.015 -1.358 -1.582 0.1 0.1 0.0
H 2.246 0.377 -1.776 0.0 0.3 -0.4
H -0.893 -0.753 -3.973 0.5 -0.2 -0.4
H 0.103 0.785 -4.206 -0.6 -0.2 -0.6
C 2.354 -8.477 3.468 2.4 -1.2 0.0
C 1.502 -7.795 4.524 0.0 -0.1 -0.9
C 0.670 -6.976 3.556 -0.1 -0.2 0.3
O 1.565 -6.594 2.488 -3.0 2.7 1.1
C 2.576 -7.497 2.325 -0.4 -0.8 0.0
H 1.918 -9.375 3.031 -0.4 0.0 0.4
H 3.347 -8.779 3.800 0.0 -0.3 0.4
H 2.042 -7.148 5.216 0.2 -0.2 -0.1
H 0.899 -8.524 5.064 0.0 0.2 0.1
H 0.164 -6.156 4.066 0.4 0.6 -0.6
H -0.127 -7.639 3.220 -0.1 0.0 -0.6
H 3.511 -6.938 2.317 0.3 -0.4 0.0
H 2.360 -7.980 1.371 0.8 -0.3 -0.3
O 4.260 3.544 7.315 2.3 -2.3 0.1
S 5.364 2.571 7.428 0.0 1.5 -1.1
O 5.656 1.916 8.685 -0.4 0.3 -1.3
O 5.128 1.485 6.200 -0.2 1.1 1.0
C 5.947 0.326 6.165 -0.2 -2.3 -0.4
C 5.397 -0.722 5.123 0.5 0.8 0.6
C 6.918 3.357 6.743 -0.6 -0.4 0.7
H 5.959 -0.159 7.142 -0.2 0.1 0.1
H 6.994 0.496 5.918 0.0 0.7 -0.1
H 5.586 -0.405 4.097 -0.3 0.2 0.0
H 4.351 -0.985 5.283 0.0 0.3 0.0
H 5.960 -1.649 5.231 0.2 0.0 0.2
H 7.247 4.163 7.399 -0.6 0.3 -0.1
H 6.666 3.653 5.724 0.0 0.2 0.3
H 7.786 2.699 6.742 -0.5 -0.6 -0.1
O -2.875 3.416 6.120 -1.6 -0.4 1.9
S -3.933 3.044 7.076 1.7 -0.6 -1.7
O -5.293 2.994 6.570 1.6 0.0 1.4
O -3.538 1.532 7.667 -0.2 1.4 -0.9
C -2.158 1.066 7.577 0.4 -1.1 0.5
C -2.162 -0.329 8.190 -0.4 -0.3 0.4
C -3.810 3.999 8.646 -1.0 -0.9 -0.9
H -1.487 1.697 8.160 -0.2 0.3 -0.1
H -1.713 0.923 6.592 -0.8 0.8 -0.4
H -2.916 -0.974 7.739 -0.3 0.3 0.0
H -2.342 -0.267 9.263 -0.1 -0.2 0.0
H -1.248 -0.901 8.025 0.4 0.5 0.0
H -4.016 5.052 8.450 0.3 -0.1 -0.1
H -2.886 3.787 9.184 0.0 0.1 -0.4
H -4.663 3.581 9.181 0.1 0.1 0.3
O 2.138 7.864 0.734 -0.6 0.9 2.7
S 2.012 7.854 2.197 -1.1 -1.5 0.1
O 3.146 8.120 3.051 -0.8 0.2 -0.7
O 0.709 8.756 2.741 2.7 -0.5 -4.2
C 0.394 8.882 4.084 -0.7 1.3 0.6
C -0.010 10.391 4.321 0.2 -2.0 0.8
C 1.309 6.195 2.594 0.3 0.8 -1.0
H 1.224 8.528 4.695 -0.2 0.0 0.3
H -0.504 8.264 4.093 -0.1 -0.1 1.3
H 0.843 11.069 4.337 -0.1 -0.1 -0.6
H -0.424 10.419 5.329 -0.2 0.1 0.0
H -0.805 10.594 3.602 0.3 0.5 0.0
H 1.927 5.467 2.070 0.3 0.0 0.4
H 0.363 6.166 2.052 -0.2 0.2 0.3
H 1.197 6.020 3.664 0.1 0.1 -0.2
```
Positions in Å, forces in eV/Å.

Computed properties:
* Kohn-Sham gap: 9.5 eV
* total energy: -4088.2496 Ha
* LUMO energy: 0.18 eV
* M: 949.34 g mol⁻¹
* net charge: 0
* strongest force on any atom: 5.00 eV/A
* SMILES string: CCOS(C)(=O)=O.CCOS(C)(=O)=O.CCOS(C)(=O)=O.C1CCOC1.C1CCOC1.C1CCOC1.C1CCOC1.C1CCOC1.C1CCOC1.C1CCOC1.C1CCOC1

***

Density functional theory data (ωB97M-V/def2-TZVPD) for a 4-piece molecular cluster, C41H90Br2ClFN5O4P overall at a distorted geometry.

Geometry as XYZ:
```
145
Properties=species:S:1:pos:R:3:forces:R:3
C 5.362 2.805 0.936 0.1 0.0 0.0
O 4.821 2.496 -0.326 -0.1 0.0 0.1
C 4.789 3.586 -1.230 0.0 0.1 -0.1
C 3.407 3.714 -1.868 -0.1 0.1 0.3
C 2.776 2.379 -2.297 -0.1 0.1 -0.2
C 2.850 2.124 -3.805 0.3 0.0 0.0
C 2.585 0.662 -4.196 -0.1 0.1 0.2
C 1.084 0.291 -4.248 0.3 -0.4 0.1
C 0.715 -0.716 -3.147 -0.1 0.2 0.1
C -0.787 -0.844 -2.875 0.0 0.1 -0.3
C -1.386 0.464 -2.327 -0.1 -0.3 -0.1
C -2.452 0.310 -1.226 -0.1 -0.2 -0.2
C -2.444 1.382 -0.137 0.2 0.0 0.2
C -2.130 2.766 -0.688 0.1 0.3 0.0
C -2.849 3.304 -1.928 -0.1 0.2 0.1
C -4.179 2.715 -2.358 -0.1 0.1 -0.3
F -1.968 3.222 -3.024 0.0 0.3 -0.1
O -3.783 1.322 0.390 -0.2 0.1 0.0
C -4.144 2.207 1.437 -0.1 0.2 0.1
C -5.347 3.029 1.038 0.2 1.2 0.0
Br -6.855 1.947 0.711 -0.1 0.1 -0.1
C -5.363 4.378 0.938 0.3 -1.2 0.2
C -4.183 5.282 1.229 -0.1 0.0 0.0
Br -6.915 5.316 0.438 -0.2 0.0 -0.1
C -1.506 1.072 1.094 0.2 0.0 0.2
N -0.918 2.277 1.655 -0.2 0.1 -0.1
O -0.502 0.094 0.821 -0.4 -0.2 -0.1
C -0.250 -0.803 1.921 0.3 0.1 0.0
C 0.017 -0.038 3.230 -0.1 0.1 0.1
C -1.389 -1.787 2.191 0.1 -0.2 0.1
N -1.674 -2.761 1.143 0.0 0.1 0.1
P 1.481 -1.473 1.553 -0.6 -0.1 0.1
O 1.477 -2.430 2.887 0.3 0.0 0.0
Cl 1.226 -2.940 0.123 0.0 0.1 -0.4
H 6.400 3.149 0.860 0.0 0.0 0.0
H 5.340 1.893 1.534 0.0 0.1 -0.1
H 4.774 3.578 1.448 0.0 0.0 0.0
H 5.027 4.518 -0.702 0.0 0.0 -0.1
H 5.569 3.450 -1.991 0.0 -0.1 0.0
H 2.760 4.223 -1.145 0.0 -0.1 0.0
H 3.499 4.399 -2.718 -0.1 -0.1 0.0
H 3.254 1.556 -1.763 0.0 0.1 0.0
H 1.721 2.378 -2.000 0.0 -0.1 0.0
H 3.839 2.428 -4.172 0.0 -0.1 0.1
H 2.128 2.782 -4.301 0.1 0.0 -0.1
H 3.095 0.428 -5.133 -0.2 0.1 0.0
H 3.052 0.024 -3.435 0.1 0.0 -0.2
H 0.854 -0.175 -5.213 -0.1 0.2 0.1
H 0.487 1.201 -4.163 -0.1 0.0 0.0
H 1.140 -1.685 -3.425 0.0 0.0 0.1
H 1.200 -0.415 -2.210 0.0 0.0 0.0
H -0.977 -1.669 -2.187 0.1 -0.1 0.1
H -1.284 -1.106 -3.817 0.0 -0.1 0.1
H -0.561 1.085 -1.972 0.0 0.0 0.0
H -1.849 0.989 -3.167 0.3 0.1 0.2
H -3.446 0.379 -1.680 0.1 -0.1 0.2
H -2.422 -0.675 -0.755 0.2 0.0 0.0
H -1.057 2.802 -0.913 -0.1 0.1 0.0
H -2.259 3.493 0.115 0.0 -0.2 -0.1
H -2.990 4.379 -1.761 0.1 -0.1 -0.1
H -4.824 2.508 -1.507 0.1 -0.1 0.0
H -4.022 1.804 -2.941 -0.1 0.1 0.2
H -4.690 3.425 -3.014 0.1 -0.1 0.1
H -3.323 2.859 1.739 0.0 0.0 -0.1
H -4.421 1.602 2.310 0.0 0.0 0.0
H -3.792 5.110 2.234 0.1 -0.1 -0.1
H -3.388 5.136 0.496 0.0 0.0 0.1
H -4.482 6.327 1.170 0.0 -0.1 0.0
H -2.171 0.665 1.858 -0.1 0.0 -0.2
H 0.033 2.374 1.323 0.1 0.1 -0.1
H -0.890 2.237 2.661 0.1 0.0 0.0
H 0.815 0.697 3.102 0.0 -0.1 0.0
H -0.885 0.492 3.551 0.1 -0.2 0.1
H 0.306 -0.734 4.015 -0.1 0.0 0.0
H -2.283 -1.200 2.445 0.1 0.1 0.0
H -1.116 -2.322 3.107 0.0 0.0 -0.1
H -1.402 -2.409 0.239 0.0 0.1 -0.2
H -2.667 -2.941 1.108 -0.1 0.0 0.0
H 2.388 -2.637 3.111 0.2 -0.2 0.2
C 5.681 -6.313 4.768 0.0 0.0 0.0
C 5.245 -5.365 5.874 0.0 -0.1 0.0
N 4.073 -4.581 5.521 0.0 0.0 0.0
C 3.816 -3.483 6.436 0.0 0.1 0.0
C 3.449 -3.815 7.888 0.0 0.0 0.0
C 2.911 -5.345 5.099 -0.2 0.0 -0.1
C 2.327 -6.383 6.067 0.0 0.0 0.0
H 5.835 -5.772 3.833 0.0 0.0 0.0
H 6.619 -6.793 5.045 0.0 0.0 0.0
H 4.951 -7.104 4.590 0.0 0.0 0.0
H 6.053 -4.655 6.069 0.0 0.0 0.0
H 5.111 -5.943 6.802 0.0 0.0 0.0
H 3.023 -2.867 6.002 0.0 0.0 0.0
H 4.714 -2.857 6.443 0.0 0.0 0.0
H 2.433 -4.196 7.979 0.0 0.0 0.0
H 3.514 -2.911 8.496 0.0 0.0 0.0
H 4.129 -4.550 8.320 0.0 0.0 0.0
H 3.166 -5.855 4.167 0.0 0.0 0.0
H 2.133 -4.626 4.827 0.0 0.0 0.0
H 3.107 -6.993 6.525 0.0 0.0 0.0
H 1.663 -7.056 5.522 0.0 0.0 0.0
H 1.743 -5.926 6.864 0.1 0.0 0.0
C -5.681 -8.188 0.073 0.0 0.0 0.0
C -4.481 -7.300 -0.219 0.0 0.0 0.0
N -3.693 -7.001 0.963 0.0 0.0 0.0
C -2.724 -5.938 0.759 0.0 0.1 0.0
C -1.579 -6.170 -0.233 0.0 0.0 0.0
C -3.225 -8.155 1.711 0.0 -0.1 0.1
C -2.359 -9.188 0.976 0.0 0.0 0.1
H -6.298 -7.755 0.862 0.0 0.0 0.0
H -6.291 -8.289 -0.825 0.0 0.0 0.0
H -5.386 -9.192 0.380 0.0 0.0 0.0
H -4.838 -6.343 -0.610 0.0 0.0 0.0
H -3.890 -7.761 -1.027 0.0 0.0 0.0
H -2.299 -5.672 1.729 0.0 0.0 0.0
H -3.286 -5.059 0.430 0.0 0.0 0.0
H -0.820 -6.842 0.166 0.0 0.0 0.0
H -1.089 -5.218 -0.440 0.0 0.0 0.0
H -1.936 -6.578 -1.180 0.0 0.0 0.0
H -4.100 -8.670 2.116 0.0 0.0 0.0
H -2.683 -7.777 2.581 0.0 0.0 0.0
H -2.767 -9.432 -0.006 0.0 0.0 0.0
H -2.322 -10.113 1.554 0.0 0.0 0.0
H -1.333 -8.848 0.840 0.0 0.0 -0.1
C 2.395 9.550 -5.002 0.0 0.0 0.0
C 1.969 8.137 -5.374 0.0 0.0 0.0
N 1.473 7.376 -4.242 0.0 0.0 0.0
C 1.331 5.958 -4.515 0.1 -0.2 0.0
C 0.305 5.522 -5.567 0.1 -0.1 0.0
C 0.384 7.988 -3.502 -0.1 0.1 0.1
C -0.905 8.330 -4.262 0.0 0.0 0.1
H 3.121 9.531 -4.188 0.0 0.0 0.0
H 2.856 10.034 -5.863 0.0 0.0 0.0
H 1.551 10.168 -4.695 0.0 0.0 0.0
H 2.838 7.598 -5.760 0.0 0.0 0.0
H 1.248 8.194 -6.206 0.0 0.0 0.0
H 1.110 5.458 -3.566 0.0 0.0 0.0
H 2.315 5.587 -4.823 0.0 0.1 0.0
H -0.715 5.603 -5.207 -0.1 0.1 0.0
H 0.469 4.474 -5.824 0.0 0.0 0.0
H 0.398 6.105 -6.485 0.0 0.0 0.0
H 0.764 8.904 -3.042 0.0 0.0 0.0
H 0.149 7.322 -2.667 0.0 0.0 0.0
H -0.695 8.813 -5.217 0.0 0.0 0.0
H -1.507 9.023 -3.671 0.0 0.0 0.0
H -1.517 7.450 -4.458 0.0 0.0 0.0
```
Positions in Å, forces in eV/Å.

Computed properties:
* Kohn-Sham gap: 8.2 eV
* total energy: -8240.2956 Ha
* LUMO energy: 0.30 eV
* M: 962.43 g mol⁻¹
* net charge: 0
* strongest force on any atom: 1.24 eV/A
* SMILES string: COCCCCCCCCCC[C@@](C[C@H](C)F)(OC/C(Br)=C(\C)Br)[C@H](N)O[C@@](C)(CN)P(O)Cl.CCN(CC)CC.CCN(CC)CC.CCN(CC)CC